{
  "formula": "C10H8O2",
  "method": "wB97M-V/def2-TZVPD",
  "de_lowest_kcal_mol": 0.0,
  "total_charge": 0,
  "molar_mass_g_mol": 160.17,
  "homo_lumo_gap_ev": [6.32, 6.64],
  "multiplicity": 3,
  "elements": ["C", "C", "C", "C", "C", "C", "C", "C", "C", "C", "O", "O", "H", "H", "H", "H", "H", "H", "H", "H"],
  "positions_angstrom": [[-2.81512, -0.78563, 0.14204], [-2.71770, 0.58631, -0.05635], [-1.67783, -1.56950, 0.15314], [-1.48113, 1.18647, -0.23237], [-0.42952, -0.97216, -0.03177], [-0.33263, 0.41434, -0.21481], [0.81678, -1.69310, -0.00728], [2.05950, -0.05064, -0.16551], [3.35678, -0.08957, -0.00837], [1.05340, 1.02155, -0.37334], [1.20280, -2.80883, 0.07674], [1.21702, 2.14902, 0.47403], [-3.78461, -1.23945, 0.28528], [-3.61160, 1.19094, -0.07539], [-1.74255, -2.63646, 0.30555], [-1.39783, 2.25309, -0.37679], [3.97299, 0.80000, -0.05474], [3.86889, -1.02094, 0.16961], [1.13862, 1.42907, -1.39156], [1.30374, 1.83551, 1.38188]]
}

***

{
  "formula": "C10H9Cl2F3O20V",
  "method": "wB97M-V/def2-TZVPD",
  "total_charge": -2,
  "molar_mass_g_mol": 628.01,
  "homo_lumo_gap_ev": [4.54, 4.65],
  "multiplicity": 4,
  "elements": ["V", "C", "O", "O", "O", "Cl", "O", "O", "O", "O", "Cl", "O", "O", "O", "O", "C", "C", "O", "C", "O", "O", "F", "H", "H", "H", "C", "C", "O", "C", "O", "O", "F", "H", "H", "H", "C", "C", "O", "C", "O", "O", "F", "H", "H", "H"],
  "positions_angstrom": [[-0.38055, -0.37118, 1.32685], [1.03840, 0.71713, 3.22758], [1.15870, 1.37052, 4.30033], [0.79440, -0.56044, 3.12188], [0.65992, 1.41272, 2.16002], [-3.24223, -2.22742, -0.27428], [-3.82185, -1.38394, -1.29486], [-4.07092, -2.23335, 0.88774], [-3.06690, -3.57444, -0.76373], [-1.92413, -1.69294, 0.04427], [-3.20209, 1.41429, 3.10426], [-2.44822, 2.62564, 2.97854], [-4.38777, 1.49748, 2.27455], [-2.40598, 0.27358, 2.67192], [-3.60210, 1.19738, 4.47638], [3.37529, -4.61832, 0.85060], [4.06057, -3.36716, 1.38869], [2.97928, -2.53825, 1.65728], [1.91874, -2.91490, 0.87953], [0.92062, -2.31113, 0.75020], [2.21250, -4.07718, 0.24738], [4.92516, -2.80273, 0.49518], [3.13223, -5.30039, 1.66585], [3.96324, -5.14414, 0.10165], [4.57906, -3.55905, 2.32696], [2.63694, 1.70376, -2.76553], [3.16873, 2.16098, -1.41078], [2.54624, 1.30711, -0.50839], [1.57380, 0.59593, -1.13198], [0.73124, -0.00493, -0.56549], [1.69419, 0.69420, -2.47440], [2.80897, 3.45090, -1.12458], [3.43322, 1.29827, -3.39137], [2.19991, 2.54500, -3.30552], [4.25376, 2.13830, -1.32229], [-2.42224, 2.30999, -2.93915], [-3.74188, 2.48571, -2.23709], [-3.35590, 2.45771, -0.89708], [-2.12450, 1.84056, -0.80371], [-1.54781, 1.68045, 0.20904], [-1.72191, 1.46133, -2.04806], [-4.64520, 1.47568, -2.44539], [-1.91508, 3.27915, -3.00014], [-2.45090, 1.89477, -3.94360], [-4.28695, 3.39335, -2.49924]]
}

***

{
  "formula": "C10H9Cl2NOOs",
  "method": "wB97M-V/def2-TZVPD",
  "de_lowest_kcal_mol": 24.9,
  "total_charge": 2,
  "molar_mass_g_mol": 420.32,
  "homo_lumo_gap_ev": [6.88, 6.04],
  "multiplicity": 5,
  "elements": ["Os", "C", "H", "H", "H", "H", "H", "Cl", "C", "C", "C", "Cl", "C", "C", "C", "C", "N", "C", "C", "O", "H", "H", "H", "H"],
  "positions_angstrom": [[-0.06989, 0.20113, -2.03117], [-0.43791, 0.18418, -4.29194], [0.65608, 0.34344, -4.28251], [-0.59267, -0.71147, -4.96584], [-0.98150, 0.98603, -4.82642], [-1.04877, -0.15496, -3.28811], [-1.73741, 0.44428, -1.61702], [-0.46412, -4.05663, 0.37337], [-0.13333, -2.52644, 1.04341], [0.25085, -2.34351, 2.37016], [0.46524, -1.05444, 2.86130], [1.01656, -0.77591, 4.47667], [0.33867, 0.13120, 2.04726], [0.60621, 1.43493, 2.46739], [0.44937, 2.51626, 1.63634], [0.13037, 2.24746, 0.31172], [-0.04558, 1.00313, -0.18584], [-0.02840, -0.03886, 0.68392], [-0.15834, -1.35852, 0.16544], [-0.14490, -1.42313, -1.15005], [0.41113, -3.19019, 3.02528], [0.93856, 1.57539, 3.49058], [0.57936, 3.52175, 2.06767], [0.00042, 3.04488, -0.38161]]
}